The following is a quantum chemistry calculation of a structure of composition C37H92AsF6N9O5 in a non-equilibrium geometry, from the OMol25 dataset.

```
150
Properties=species:S:1:pos:R:3
As 0.7883 -0.2525 -0.2059
F 2.0425 0.3195 0.8391
F 2.0163 -0.8279 -1.2736
F -0.4034 -0.8608 -1.3058
F -0.4548 0.2915 0.9040
F 0.7148 1.2980 -0.9707
F 0.7287 -1.7680 0.6218
C 0.3895 -4.8179 -1.1712
C 0.3850 -4.6150 -2.6948
N -0.0542 -5.8242 -3.4326
C -1.2093 -5.9576 -4.1807
C -1.2999 -7.2649 -4.5221
N -0.2099 -7.9014 -3.9927
C 0.5446 -7.0122 -3.3682
C 0.0613 -9.3395 -4.0781
H 0.2386 -5.8524 -0.8685
H -0.2907 -4.1655 -0.6336
H 1.3976 -4.5859 -0.8153
H 1.3487 -4.3362 -3.1129
H -0.3508 -3.8481 -2.9270
H -1.7185 -5.0461 -4.4355
H -2.1118 -7.8108 -4.9721
H 1.4450 -7.2600 -2.8320
H 1.0619 -9.4677 -4.4982
H -0.6558 -9.8305 -4.7235
H 0.1406 -9.8150 -3.1024
C -2.6306 -1.8178 2.0251
C -3.1497 -0.7237 2.9541
N -4.6081 -0.6259 2.9904
C -5.3366 0.4459 2.5205
C -6.6249 0.2215 2.8509
N -6.6879 -1.0146 3.4510
C -5.4611 -1.5093 3.4978
C -7.9061 -1.8097 3.6918
H -2.6680 -2.8191 2.4437
H -1.6151 -1.6795 1.6314
H -3.1619 -1.6718 1.0766
H -2.7474 0.2268 2.6082
H -2.7776 -0.8890 3.9653
H -4.8937 1.2452 1.9533
H -7.4939 0.8142 2.6227
H -5.2067 -2.5235 3.7623
H -8.7640 -1.2735 3.2971
H -8.0388 -1.9802 4.7566
H -7.8425 -2.7557 3.1603
C 4.9069 -4.3666 1.1685
N 5.1836 -2.9409 0.8268
C 4.2216 -2.0491 1.5354
C 6.5847 -2.5881 1.2603
C 5.0143 -2.8151 -0.6665
C 5.3529 -1.4903 -1.3351
O 6.7428 -1.2600 -1.2137
H 5.7238 -4.9806 0.7968
H 3.9800 -4.6817 0.6955
H 4.8204 -4.4626 2.2480
H 3.1881 -2.2865 1.2972
H 4.4489 -1.0296 1.2343
H 4.4234 -2.1112 2.6030
H 7.2742 -3.0408 0.5550
H 6.7580 -3.0058 2.2495
H 6.6928 -1.5131 1.2340
H 3.9866 -3.0938 -0.9021
H 5.6475 -3.5769 -1.1260
H 4.7796 -0.6802 -0.8701
H 5.0741 -1.6115 -2.3854
H 6.9865 -0.4991 -1.7529
C 1.4756 -0.8135 4.1573
N 1.3576 0.4962 4.8784
C 1.8573 1.6218 4.0527
C -0.1019 0.6946 5.1754
C 2.0757 0.4796 6.2222
C 3.5751 0.3420 6.1982
O 3.9757 -0.9611 5.8932
H 1.1290 -1.5565 4.8721
H 2.5218 -0.9626 3.9150
H 0.8905 -0.9107 3.2369
H 2.7998 1.2874 3.6164
H 2.0153 2.5435 4.6011
H 1.2246 1.7072 3.1699
H -0.3876 -0.0688 5.8938
H -0.6643 0.6777 4.2464
H -0.2321 1.6691 5.6463
H 1.6765 -0.3709 6.7752
H 1.8225 1.4204 6.7073
H 3.9109 0.6430 7.2013
H 4.0914 1.1211 5.6195
H 4.7443 -1.0253 5.3223
C 1.0170 3.7402 1.1793
N 0.4440 5.0454 1.6554
C 0.4676 4.9992 3.1730
C 1.2721 6.2203 1.2129
C -1.0058 5.3120 1.2745
C -1.3571 5.4464 -0.2025
O -0.7654 4.4287 -1.0089
H 1.3112 3.8562 0.1441
H 0.2846 2.9428 1.2551
H 1.9190 3.5225 1.7468
H -0.1144 5.8313 3.5571
H 1.5108 5.0781 3.4642
H 0.0228 4.0500 3.4580
H 0.8350 7.1099 1.6592
H 1.1449 6.2906 0.1352
H 2.3159 6.0793 1.4720
H -1.2375 6.2136 1.8383
H -1.5704 4.4956 1.7328
H -1.0958 6.4499 -0.5430
H -2.4363 5.3419 -0.3167
H -0.2166 4.8439 -1.6814
C 1.6840 1.6606 -6.0888
N 0.9851 1.6936 -4.7503
C -0.4516 1.9740 -4.9736
C 1.0930 0.3289 -4.1623
C 1.5421 2.7173 -3.7989
C 2.9775 2.5701 -3.3108
O 3.8567 2.3148 -4.3829
H 1.7796 2.7019 -6.4034
H 1.0990 1.1077 -6.8166
H 2.6991 1.3038 -6.0096
H -0.8618 1.3505 -5.7612
H -0.5986 3.0184 -5.2518
H -0.9568 1.8315 -4.0175
H 2.1141 0.0923 -3.8817
H 0.6945 -0.4042 -4.8594
H 0.5088 0.2065 -3.2420
H 0.8621 2.6791 -2.9466
H 1.4365 3.6828 -4.2980
H 3.0385 1.7617 -2.5727
H 3.2327 3.5079 -2.8066
H 4.6432 1.8612 -4.0632
C -5.1589 3.3868 -0.8749
N -4.9195 2.5475 -2.0728
C -6.1318 2.4747 -2.9455
C -3.8596 3.2232 -2.8924
C -4.4258 1.1665 -1.7541
C -3.0043 0.9625 -1.2545
O -2.7394 1.6351 -0.0537
H -4.2467 3.3842 -0.2852
H -5.9230 2.9095 -0.2622
H -5.4700 4.3778 -1.1891
H -6.3762 3.4917 -3.2436
H -6.9744 2.0379 -2.4118
H -5.9616 1.8744 -3.8361
H -3.6081 2.5718 -3.7293
H -2.9520 3.4070 -2.3213
H -4.2659 4.1480 -3.2938
H -4.5433 0.5510 -2.6463
H -5.1049 0.7001 -1.0337
H -2.2672 1.1664 -2.0463
H -2.8626 -0.1280 -1.2235
H -1.8065 1.5935 0.2026
```

Calculated values
relative energy (zero: lowest compared OMol25 entry of this formula, charge and spin) = 8.2 kcal per mole
energy = -140595.034 eV
E_LUMO = -11.45 eV
charge = +6
gap between HOMO and LUMO = 9.45 eV

Here are the Löwdin charges for atoms 1 to 8, given in e:
1 As 0.71
2 F -0.24
3 F -0.23
4 F -0.24
5 F -0.26
6 F -0.23
7 F -0.24
8 C -0.05

The following is a quantum chemistry calculation of a structure of composition C37H92BrFN5NbO7P in a non-equilibrium geometry, from the OMol25 dataset.

```
145
Properties=species:S:1:pos:R:3
C 2.5424 -4.0906 1.5105
C 1.7306 -3.0585 0.4775
P 2.7801 -1.9323 -0.5518
C 4.4893 -2.4380 -1.0478
C 5.7045 -1.7530 -0.1713
Nb 1.8386 0.2084 -1.3924
Br 1.5250 -0.9722 -3.7876
C -0.2966 -0.5990 -0.9396
C -1.4050 0.0170 -2.0310
C -2.4072 0.9777 -1.1080
C -3.1734 2.0786 -2.0879
C -4.6696 1.4834 -2.3699
C -5.8685 2.0779 -1.4344
C -5.4815 2.4003 0.1180
C -6.4526 3.6844 0.5742
O -7.8658 3.1993 0.6482
C -8.7729 4.3052 0.2000
C 3.8755 1.0780 -2.0682
C 3.9736 1.2600 -3.7292
C 4.9595 2.5580 -4.1107
F 4.6064 0.0895 -4.3909
O 2.0411 0.9948 0.5845
C 2.4626 2.3944 0.5741
C 4.0472 2.3904 1.1126
N 4.8614 3.4971 0.4747
C 6.3068 3.4973 0.9103
C 7.0919 4.9029 0.4660
C 7.1124 5.1428 -1.1626
O 6.3766 6.0154 1.1738
H 3.3622 -4.7286 0.9661
H 2.9675 -3.4488 2.4140
H 1.7753 -4.8597 2.0062
H 1.0187 -3.7635 -0.1536
H 0.9995 -2.4455 1.1928
H 4.6984 -2.2016 -2.1929
H 4.6143 -3.6119 -0.9205
H 6.2012 -2.4679 0.6157
H 5.2790 -0.7540 0.3169
H 6.5591 -1.3845 -0.9158
H 1.0907 1.7441 -2.0264
H -0.6129 -0.4266 0.1726
H -0.2320 -1.7564 -1.2258
H -2.0027 -0.8787 -2.5116
H -0.8819 0.6120 -2.9068
H -3.1873 0.2163 -0.6248
H -1.8271 1.4681 -0.2140
H -3.1944 3.0943 -1.5016
H -2.5009 2.2228 -3.0333
H -4.9397 1.7815 -3.4938
H -4.6694 0.3153 -2.3088
H -6.3785 3.0047 -1.9580
H -6.7164 1.2382 -1.3998
H -4.3890 2.7653 0.3128
H -5.7206 1.5183 0.8674
H -6.0943 4.1948 1.5645
H -6.4370 4.4689 -0.3203
H -9.8449 4.0834 0.6345
H -8.3467 5.2763 0.7145
H -8.7582 4.4419 -0.9727
H 4.7657 0.3964 -1.7017
H 4.0675 2.1765 -1.6647
H 2.9213 1.5631 -4.2025
H 5.3059 3.1609 -3.1700
H 4.3483 3.3132 -4.7933
H 5.9119 2.2133 -4.6962
H 1.8667 2.9773 1.4231
H 2.3209 2.9689 -0.4330
H 4.5433 1.3251 0.8976
H 4.1219 2.5451 2.2780
H 4.3996 4.4281 0.5636
H 6.9415 2.5784 0.5193
H 6.3306 3.4769 2.0921
H 8.2112 4.8810 0.8652
H 8.2186 5.4652 -1.4666
H 6.4321 6.0801 -1.4486
H 6.8572 4.1975 -1.8026
H 6.8652 6.1064 2.0477
C 6.6926 -2.1952 6.4173
C 6.6414 -3.2307 5.2947
C 6.2840 -2.6280 3.9168
O 4.8954 -2.3249 3.7507
C 4.4980 -1.0762 4.2998
N 5.7069 -4.3000 5.6733
H 5.6985 -1.8765 6.7417
H 7.1959 -2.6136 7.2970
H 7.2533 -1.3083 6.1056
H 7.6451 -3.6651 5.2125
H 6.5124 -3.3811 3.1515
H 6.9033 -1.7536 3.6853
H 5.2808 -0.3181 4.2109
H 4.2044 -1.2054 5.3432
H 3.6186 -0.7299 3.7511
H 5.7475 -5.0347 4.9671
H 4.7590 -3.9243 5.5783
C -11.8709 -0.6912 -2.9903
C -11.0511 0.5368 -2.5966
C -10.0032 0.9437 -3.6578
O -8.8324 0.1209 -3.6726
C -8.9743 -1.0876 -4.4060
N -10.4266 0.2951 -1.2884
H -11.3091 -1.6232 -2.8872
H -12.7549 -0.7794 -2.3476
H -12.2201 -0.6127 -4.0247
H -11.7539 1.3722 -2.4924
H -9.6484 1.9525 -3.4098
H -10.4457 1.0084 -4.6586
H -9.6201 -0.9669 -5.2800
H -9.3535 -1.8763 -3.7535
H -7.9829 -1.3932 -4.7494
H -9.9600 1.1501 -0.9859
H -9.6557 -0.3628 -1.4354
C -10.1091 -6.9978 -6.9137
C -9.1112 -5.8422 -6.9755
C -9.0385 -5.0207 -5.6680
O -10.1313 -4.1159 -5.4815
C -11.2999 -4.7122 -4.9364
N -9.4366 -4.9911 -8.1287
H -11.1467 -6.6625 -6.9900
H -9.9370 -7.6928 -7.7442
H -9.9974 -7.5612 -5.9819
H -8.1204 -6.2820 -7.1422
H -8.1416 -4.3897 -5.7174
H -8.9146 -5.6668 -4.7912
H -11.0639 -5.5055 -4.2219
H -11.9321 -5.0942 -5.7402
H -11.8644 -3.9352 -4.4149
H -8.7138 -4.2776 -8.2226
H -10.2753 -4.4561 -7.8857
C 11.1971 2.5660 7.6136
C 9.7041 2.7613 7.8738
C 9.0500 1.5788 8.6245
O 8.7953 0.4326 7.8065
C 9.9175 -0.4197 7.6255
N 9.0275 3.0285 6.5967
H 11.3944 1.8582 6.8043
H 11.6598 3.5172 7.3248
H 11.7074 2.2095 8.5141
H 9.6023 3.6496 8.5088
H 8.0651 1.9097 8.9789
H 9.6226 1.3002 9.5168
H 10.5528 -0.4603 8.5144
H 10.4930 -0.0972 6.7558
H 9.5474 -1.4272 7.4199
H 8.0505 3.2524 6.7851
H 8.9792 2.1423 6.0860
```

Calculated values
energy = -145229.353 eV
E_LUMO = 1.91 eV
charge = -1
gap between HOMO and LUMO = 5.93 eV

Here are the Löwdin charges for atoms 1 to 8, given in e:
1 C -0.19
2 C -0.52
3 P 0.72
4 C -0.51
5 C -0.20
6 Nb 1.23
7 Br -0.08
8 C -0.44

The following is a quantum chemistry calculation of a cluster of 15 separate species, C37H92N11O19 in total in a non-equilibrium geometry, from the OMol25 dataset.

```
159
Properties=species:S:1:pos:R:3
C -12.1075 -6.1688 -13.5987
C -13.3181 -7.0798 -13.9029
C -13.5387 -7.0376 -15.4377
C -14.4992 -8.1499 -15.9252
C -13.9367 -9.4590 -15.4856
C -13.8323 -9.7485 -13.9957
N -13.0335 -8.5071 -13.4644
O -12.4254 -8.6147 -12.4140
C -12.9740 -10.9666 -13.8588
C -15.1816 -9.8827 -13.3343
C -14.5918 -6.6657 -13.1812
H -12.4036 -5.1209 -13.6144
H -11.3010 -6.3347 -14.3105
H -11.7728 -6.3609 -12.5789
H -12.5376 -7.1689 -15.8622
H -13.7790 -6.0277 -15.7670
H -14.6136 -8.2627 -17.0049
H -15.5312 -7.9680 -15.6112
H -13.0326 -9.6003 -16.0895
H -14.4285 -10.3478 -15.9025
H -12.1062 -10.8664 -14.5157
H -13.4578 -11.8583 -14.2631
H -12.6182 -11.2289 -12.8621
H -14.9552 -10.1368 -12.2956
H -15.7465 -10.7017 -13.7813
H -15.9106 -9.0793 -13.2521
H -15.5662 -6.9639 -13.5657
H -14.6752 -5.5765 -13.2561
H -14.6212 -6.8416 -12.1044
C -19.2598 -9.2179 -13.6577
C -19.5541 -8.3217 -14.8905
O -18.3283 -8.0562 -15.5208
O -18.7264 -10.4619 -14.0761
H -20.1728 -9.2995 -13.0611
H -18.4571 -8.7218 -13.1039
H -20.1569 -7.4933 -14.5286
H -20.1799 -8.9564 -15.5308
H -17.8695 -8.8740 -15.7344
H -18.4332 -10.9525 -13.3043
C -17.1156 -13.4455 -13.8097
C -17.2211 -12.9921 -15.2462
O -16.0594 -12.2386 -15.5915
O -18.3548 -14.0296 -13.4079
H -16.9041 -12.6041 -13.1356
H -16.2526 -14.0946 -13.6249
H -18.0705 -12.3852 -15.5494
H -17.2454 -13.9501 -15.7779
H -15.4446 -12.7961 -16.0764
H -18.3873 -13.8837 -12.4583
C -16.7560 -9.1035 -9.7148
C -15.3211 -8.5803 -9.7147
O -15.3502 -7.1769 -9.9094
O -17.3953 -9.0622 -11.0041
H -17.3496 -8.4660 -9.0551
H -16.7726 -10.1359 -9.3720
H -14.8132 -9.0172 -10.5834
H -14.7362 -8.8976 -8.8484
H -14.4821 -6.7525 -9.8440
H -17.3520 -8.1429 -11.3257
C -8.4473 -4.6697 -15.9025
C -9.6675 -5.2476 -16.5998
O -9.5998 -6.6662 -16.6798
O -8.4069 -5.0808 -14.5290
H -8.3565 -3.5848 -15.9750
H -7.5360 -4.9633 -16.4361
H -9.7036 -4.8640 -17.6234
H -10.5477 -4.9151 -16.0422
H -10.3294 -6.8998 -17.2776
H -8.2873 -6.0423 -14.5705
O -11.5376 -7.2627 -18.4188
C -12.5294 -7.7828 -18.9290
N -12.8272 -9.0785 -18.7743
C -13.5334 -6.8948 -19.6514
H -12.3545 -9.6465 -18.0735
H -13.6788 -9.4179 -19.1842
H -14.2927 -7.5801 -20.0328
H -13.0413 -6.3497 -20.4519
H -13.9910 -6.2217 -18.9288
O -12.7501 -6.1231 -9.5094
C -11.5481 -5.8521 -9.4783
N -10.6653 -6.7821 -9.9057
C -11.0180 -4.6561 -8.7594
H -9.6696 -6.6571 -9.9122
H -11.1015 -7.6200 -10.2602
H -11.5698 -4.3684 -7.8682
H -11.1845 -3.8338 -9.4619
H -9.9581 -4.7347 -8.5287
O -15.5980 -9.9149 -18.9928
C -16.7932 -10.1838 -18.8719
N -17.2981 -10.6636 -17.7162
C -17.7286 -9.8513 -19.9993
H -18.2843 -10.7627 -17.5541
H -16.6211 -11.1363 -17.1178
H -17.4403 -8.8819 -20.4046
H -18.7550 -9.7251 -19.6530
H -17.6604 -10.5650 -20.8182
O -11.3323 -11.0994 -17.2710
C -11.8552 -12.2039 -17.4428
N -13.0008 -12.2675 -18.1576
C -11.1417 -13.4739 -17.0607
H -13.4344 -11.4288 -18.5036
H -13.5175 -13.1292 -18.2081
H -10.1454 -13.2185 -16.7108
H -11.0329 -14.2197 -17.8445
H -11.7385 -13.8536 -16.2261
O -11.5800 -11.1820 -10.7302
C -10.7110 -11.8129 -10.1195
N -10.8603 -13.1594 -10.2566
C -9.5037 -11.1726 -9.5076
H -11.7260 -13.5692 -10.5545
H -10.1306 -13.8286 -10.0712
H -8.5411 -11.5285 -9.8857
H -9.4892 -11.2556 -8.4211
H -9.3573 -10.1231 -9.7612
O -14.1979 -3.3260 -15.7074
C -13.5186 -2.3134 -15.4771
N -13.5216 -1.8185 -14.2199
C -12.6836 -1.6788 -16.5733
H -14.1506 -2.3072 -13.5925
H -13.0222 -0.9856 -13.9646
H -12.5331 -0.6126 -16.4017
H -13.2840 -1.7641 -17.4765
H -11.7418 -2.2125 -16.6602
O -15.3575 -3.1772 -12.2198
C -14.9552 -2.7023 -11.1537
N -15.6391 -1.6714 -10.6292
C -13.6987 -3.1847 -10.4338
H -16.3727 -1.3352 -11.2348
H -15.3154 -1.1678 -9.8223
H -13.2389 -2.3531 -9.8943
H -12.9653 -3.3839 -11.2134
H -13.9868 -3.9810 -9.7534
O -8.0387 -8.1450 -13.5368
C -8.8151 -9.0742 -13.7442
N -9.5926 -8.9223 -14.8394
C -8.7710 -10.3528 -12.9266
H -9.2629 -8.1874 -15.4546
H -10.2313 -9.6132 -15.1997
H -7.8294 -10.3996 -12.3829
H -8.8927 -11.2735 -13.4965
H -9.5409 -10.3688 -12.1518
O -19.1319 -3.1316 -15.1394
C -17.9455 -3.4566 -15.0815
N -17.0528 -2.7211 -14.3887
C -17.5338 -4.8040 -15.6183
H -17.3619 -1.8769 -13.9432
H -16.1801 -3.1456 -14.1289
H -16.4587 -4.7045 -15.7994
H -17.9922 -5.0046 -16.5829
H -17.8230 -5.5636 -14.8942
O -17.5405 -6.4787 -11.8960
C -17.7853 -5.3664 -11.4514
N -17.2267 -4.9477 -10.2942
C -18.7651 -4.4221 -12.1286
H -16.5484 -5.6207 -9.9468
H -17.3785 -4.0412 -9.8968
H -19.3204 -5.0530 -12.8185
H -18.2687 -3.6019 -12.6441
H -19.4511 -4.0165 -11.3841
```

Calculated values
energy = -95152.025 eV
E_LUMO = -4.59 eV
charge = +1
gap between HOMO and LUMO = 5.88 eV

Here are the Löwdin charges for atoms 1 to 8, given in e:
1 C 0.02
2 C -0.39
3 C -0.08
4 C -0.14
5 C -0.16
6 C -0.39
7 N 0.09
8 O 0.19